No. 1
Below is a 10-piece molecular cluster, C30H60O30 overall in a non-equilibrium geometry, with properties calculated with the ωB97M-V functional and the def2-TZVPD basis.

Calculated values
F_max   5.074 eV Å⁻¹
Gap between HOMO and LUMO   10.9666 eV
E_HOMO   -10.58 eV
SMILES   COC(=O)OC.COC(=O)OC.COC(=O)OC.COC(=O)OC.COC(=O)OC.COC(=O)OC.COC(=O)OC.COC(=O)OC.COC(=O)OC.COC(=O)OC
Energy relative to the best compared isomer or geometry (same formula, charge and spin)   139.3 kcal/mol
E_tot   -3436.1281 Ha

Geometry as XYZ:
```
120
C30H60O30 | the Open Molecules 2025 dataset | the ωB97M-V functional and the def2-TZVPD basis
C -4.8241 -3.9874 -0.9059
O -4.6380 -4.3136 0.5028
C -3.8292 -3.6077 1.3564
O -3.4267 -2.4550 1.1957
O -3.4055 -4.4646 2.2742
C -2.3585 -4.1392 3.1759
H -5.5740 -4.7067 -1.2351
H -3.9357 -4.1296 -1.5211
H -5.0699 -2.9587 -1.1695
H -1.4146 -3.9040 2.6840
H -2.3257 -5.0046 3.8378
H -2.3989 -3.2791 3.8442
C -1.4311 4.4959 -0.1559
O -1.0593 4.7541 -1.4853
C 0.1027 5.4413 -1.7793
O 0.9411 5.9113 -1.0054
O 0.0207 5.6134 -3.0880
C 0.9946 6.4001 -3.7696
H -0.6579 3.8733 0.2944
H -2.3704 3.9738 0.0268
H -1.3716 5.3692 0.4936
H 1.4286 7.1335 -3.0899
H 0.4136 6.9117 -4.5369
H 1.6973 5.6973 -4.2173
C 5.3547 6.2431 -6.3967
O 4.2712 5.3512 -6.3682
C 4.3938 4.1164 -5.8671
O 5.4998 3.5694 -5.6561
O 3.1674 3.3647 -5.9818
C 3.1465 1.9584 -6.1254
H 5.2390 7.0704 -5.6966
H 5.2033 6.7066 -7.3716
H 6.3662 5.8652 -6.2479
H 3.9158 1.4361 -6.6942
H 2.2432 1.6763 -6.6663
H 3.0312 1.4828 -5.1515
C -0.1852 -0.2453 5.6507
O -0.1306 -0.9578 6.8737
C 0.2561 -0.2795 7.9933
O 0.6572 0.8596 7.9910
O -0.0885 -1.0511 8.9797
C 0.1205 -0.6802 10.3280
H -0.7264 -0.8596 4.9311
H 0.7821 0.0154 5.2212
H -0.8975 0.5785 5.6965
H -0.2503 0.3094 10.5949
H 1.1715 -0.6381 10.6141
H -0.3847 -1.2716 11.0917
C -0.0935 -1.5005 1.3463
O 0.7234 -0.9692 0.3525
C 0.6689 0.3283 -0.0425
O 0.1029 1.2676 0.5699
O 1.3519 0.4165 -1.1378
C 1.5104 1.7631 -1.6753
H -1.0574 -1.4946 0.8374
H 0.0024 -0.8245 2.1960
H 0.3265 -2.4633 1.6374
H 1.8048 1.7542 -2.7248
H 2.3472 2.1638 -1.1031
H 0.6531 2.4355 -1.6438
C -2.9572 1.8728 -2.0360
O -2.0024 0.8023 -2.0256
C -2.4252 -0.5726 -1.9862
O -3.5581 -0.9626 -1.8495
O -1.3300 -1.3662 -2.0956
C -1.2631 -2.8047 -1.8209
H -3.7994 1.6527 -2.6920
H -2.4335 2.7735 -2.3563
H -3.1989 1.9582 -0.9766
H -0.4894 -2.9597 -1.0689
H -0.9675 -3.2968 -2.7475
H -2.2165 -3.2134 -1.4861
C -0.6057 -5.6105 0.2406
O -1.2892 -6.7845 0.7191
C -0.7334 -7.5251 1.6199
O 0.3058 -7.4132 2.2761
O -1.6444 -8.6238 1.7612
C -1.1629 -9.7791 2.4768
H -0.5533 -4.8571 1.0266
H -1.1352 -5.1335 -0.5842
H 0.3991 -5.9053 -0.0621
H -0.0851 -9.9388 2.4479
H -1.5421 -10.6735 1.9825
H -1.6034 -9.6160 3.4605
C -0.5406 -0.9695 -6.6451
O -1.1643 0.3017 -6.3135
C -0.5422 1.1088 -5.4844
O 0.5836 1.0040 -4.9756
O -1.3908 2.2117 -5.4535
C -0.8402 3.5002 -5.0604
H 0.4424 -0.9429 -7.1154
H -1.0550 -1.5652 -7.3992
H -0.4975 -1.4978 -5.6927
H -1.3501 3.8157 -4.1501
H -0.8676 4.2565 -5.8448
H 0.2122 3.5317 -4.7785
C -3.2429 1.6288 1.5493
O -2.8137 1.9212 2.8348
C -3.5401 1.7957 3.9227
O -4.7066 1.4734 3.9750
O -2.7178 2.0538 4.8931
C -3.2103 2.5959 6.0766
H -3.2795 0.5503 1.3959
H -2.4942 2.1511 0.9537
H -4.2505 1.9677 1.3086
H -2.5617 3.2117 6.6997
H -3.5020 1.8001 6.7619
H -4.1240 3.1801 5.9670
C 7.9863 0.0597 1.3969
O 6.9913 -0.8796 1.7693
C 5.6410 -0.5297 1.3142
O 5.2850 0.5229 0.6998
O 4.8026 -1.5425 1.5817
C 3.3916 -1.4645 1.4356
H 8.9378 -0.2461 1.8319
H 7.6560 1.0155 1.8037
H 7.9081 0.1555 0.3139
H 3.1811 -0.4061 1.5890
H 2.8143 -2.1050 2.1025
H 3.1448 -1.8098 0.4316
```

Atom charges from the Löwdin analysis, given in e for atoms 1 to 99: atom 1 (C): -0.02, atom 2 (O): -0.01, atom 3 (C): -0.53, atom 4 (O): 0.10, atom 5 (O): 0.01, atom 6 (C): -0.04, atom 7 (H): 0.10, atom 8 (H): 0.07, atom 9 (H): 0.08, atom 10 (H): 0.07, atom 11 (H): 0.11, atom 12 (H): 0.09, atom 13 (C): -0.06, atom 14 (O): -0.04, atom 15 (C): -0.53, atom 16 (O): 0.11, atom 17 (O): -0.04, atom 18 (C): -0.01, atom 19 (H): 0.09, atom 20 (H): 0.08, atom 21 (H): 0.10, atom 22 (H): 0.10, atom 23 (H): 0.10, atom 24 (H): 0.09, atom 25 (C): -0.05, atom 26 (O): -0.01, atom 27 (C): -0.44, atom 28 (O): 0.08, atom 29 (O): -0.05, atom 30 (C): -0.09, atom 31 (H): 0.09, atom 32 (H): 0.10, atom 33 (H): 0.10, atom 34 (H): 0.10, atom 35 (H): 0.08, atom 36 (H): 0.08, atom 37 (C): -0.05, atom 38 (O): -0.01, atom 39 (C): -0.60, atom 40 (O): 0.13, atom 41 (O): 0.03, atom 42 (C): -0.05, atom 43 (H): 0.08, atom 44 (H): 0.10, atom 45 (H): 0.08, atom 46 (H): 0.09, atom 47 (H): 0.10, atom 48 (H): 0.09, atom 49 (C): -0.05, atom 50 (O): -0.07, atom 51 (C): -0.57, atom 52 (O): 0.08, atom 53 (O): 0.04, atom 54 (C): 0.02, atom 55 (H): 0.09, atom 56 (H): 0.10, atom 57 (H): 0.09, atom 58 (H): 0.08, atom 59 (H): 0.11, atom 60 (H): 0.08, atom 61 (C): -0.02, atom 62 (O): -0.06, atom 63 (C): -0.48, atom 64 (O): 0.13, atom 65 (O): -0.02, atom 66 (C): 0.00, atom 67 (H): 0.10, atom 68 (H): 0.07, atom 69 (H): 0.06, atom 70 (H): 0.08, atom 71 (H): 0.10, atom 72 (H): 0.06, atom 73 (C): 0.00, atom 74 (O): 0.02, atom 75 (C): -0.54, atom 76 (O): 0.10, atom 77 (O): -0.06, atom 78 (C): -0.06, atom 79 (H): 0.07, atom 80 (H): 0.08, atom 81 (H): 0.11, atom 82 (H): 0.09, atom 83 (H): 0.09, atom 84 (H): 0.10, atom 85 (C): -0.01, atom 86 (O): 0.01, atom 87 (C): -0.53, atom 88 (O): 0.08, atom 89 (O): -0.02, atom 90 (C): -0.03, atom 91 (H): 0.09, atom 92 (H): 0.09, atom 93 (H): 0.09, atom 94 (H): 0.07, atom 95 (H): 0.10, atom 96 (H): 0.08, atom 97 (C): -0.06, atom 98 (O): 0.02, atom 99 (C): -0.63

---

No. 2
Below is C4H5LiNaO as an isolated structure in a non-equilibrium geometry, with properties calculated with the ωB97M-V functional and the def2-TZVPD basis.

Calculated values
F_max   1.770 eV Å⁻¹
Gap between HOMO and LUMO (alpha / beta)   3.9983 / 6.3538 eV
<S²>   0.751
E_HOMO (alpha / beta)   -4.31 / -6.50 eV
Energy relative to the best compared isomer or geometry (same formula, charge and spin)   57.5 kcal/mol
E_tot   -400.2986 Ha
Multiplicity   2

Geometry as XYZ:
```
12
C4H5LiNaO | the Open Molecules 2025 dataset | the ωB97M-V functional and the def2-TZVPD basis
C 1.8471 -1.2036 -0.3998
C 0.9567 -1.0655 0.5686
C -0.0202 -1.2971 1.4304
H 2.5962 -0.4311 -0.5870
H 1.8792 -2.1087 -1.0111
H -1.0425 -1.4087 1.0749
H 0.2116 -1.6469 2.4420
O -1.5818 1.3785 -0.6547
C -1.5243 2.3045 0.2090
Na -0.1381 0.1686 -2.0905
Li -0.9516 3.1603 -2.0518
H -2.2323 2.1497 1.0700
```

Taken from the Löwdin analysis, the atomic charges in e are: atom 1 (C): -0.05, atom 2 (C): -0.18, atom 3 (C): 0.01, atom 4 (H): 0.06, atom 5 (H): 0.07, atom 6 (H): 0.07, atom 7 (H): 0.07, atom 8 (O): -0.44, atom 9 (C): -0.26, atom 10 (Na): 0.26, atom 11 (Li): 0.43, atom 12 (H): -0.04

---

- Among the records above, which one has the lowest energy relative to the best compared isomer or geometry (same formula, charge and spin)?
  C4H5LiNaO